Entry w
13
Properties=species:S:1:pos:R:3 method="wB97M-V/def2-TZVPD" homo_ev=-14.1717 charge=+1 orbital_gap_ev=8.69 multiplicity=1 smiles="Cc1c[nH][nH][n+]1=O"
C -0.95 -0.87 0.01
C -0.30 0.38 0.05
C -0.75 1.71 0.10
N -0.04 -1.78 0.02
N 1.18 -1.23 0.09
N 1.01 0.06 0.13
O 2.40 1.02 -0.15
H -1.91 -1.15 -0.18
H -0.01 2.36 0.45
H -1.78 1.73 0.47
H -0.73 2.18 -0.79
H -0.24 -2.74 -0.22
H 2.12 -1.68 0.03

***

Entry x
13
Properties=species:S:1:pos:R:3 method="wB97M-V/def2-TZVPD" homo_ev="-14.3470 / -14.3477" charge=+1 orbital_gap_ev="9.46 / 9.46" multiplicity=1 smiles="Cn1cc[n+](=O)[nH]1"
C -0.01 -1.20 0.00
C 1.35 -1.19 -0.01
C -1.82 0.63 0.09
N 0.60 0.83 -0.22
N -0.46 0.07 -0.11
N 1.71 0.14 -0.02
O 2.82 0.63 -0.07
H -0.48 -2.13 -0.19
H 2.10 -1.88 -0.04
H -2.04 1.14 -0.87
H -2.50 -0.18 0.31
H -1.96 1.17 1.09
H 0.67 1.96 0.04

***

entry x ends up most stable, edging out the next structure by 190.2 kJ/mol.

***

Entry w
13
Properties=species:S:1:pos:R:3 method="wB97M-V/def2-TZVPD" homo_ev=-7.7201 charge=0 orbital_gap_ev=8.52 multiplicity=1 smiles="C=CNC.I"
C 2.12 0.06 -0.56
C -1.89 0.59 -0.11
C -0.75 -0.11 -0.31
N 0.63 0.33 -0.04
I -2.46 -2.43 2.01
H 1.99 -0.98 -0.86
H 2.35 0.74 -1.31
H 2.69 0.22 0.36
H -1.86 1.37 0.55
H -1.26 -3.40 2.27
H -2.78 0.27 -0.61
H -0.84 -1.04 -0.98
H 0.52 0.91 0.74

***

Entry x
13
Properties=species:S:1:pos:R:3 method="wB97M-V/def2-TZVPD" homo_ev=-8.8682 charge=0 orbital_gap_ev=8.98 multiplicity=1
C 0.23 -1.47 -0.39
C -1.11 0.43 -0.16
C 0.35 -0.09 0.09
N 1.41 0.54 0.22
I 3.28 -0.24 0.21
H 0.62 -1.61 -1.34
H 0.79 -2.13 0.22
H -0.77 -1.93 -0.48
H -1.60 -0.14 0.70
H -1.47 0.00 -1.10
H -1.27 1.47 -0.16
H 0.19 2.29 1.15
H -0.65 2.87 1.04

***

entry w ends up most stable, edging out the next structure by 112.2 kJ/mol.

***

Entry w
19
Properties=species:S:1:pos:R:3 method="wB97M-V/def2-TZVPD" homo_ev=-2.6774 charge=-1 orbital_gap_ev=6.07 multiplicity=1
C -1.10 0.22 1.93
N -0.24 0.05 0.77
C 0.76 1.13 0.65
C 1.74 0.88 -0.48
S 3.02 2.19 -0.54
H -1.78 -0.63 2.01
H -1.71 1.11 1.78
H -0.54 0.36 2.86
H 0.25 -0.82 0.87
H 0.24 2.07 0.46
H 1.32 1.23 1.59
H 1.21 0.83 -1.44
H 2.20 -0.11 -0.34
H -1.05 -0.11 -0.83
H -0.99 0.23 -2.32
O -1.48 -0.33 -1.70
H 0.04 -3.07 -1.52
H -1.09 -2.14 -1.87
O -0.84 -3.09 -1.88

***

Entry x
19
Properties=species:S:1:pos:R:3 method="wB97M-V/def2-TZVPD" homo_ev=-2.9689 charge=-1 orbital_gap_ev=6.83 multiplicity=1
C 0.36 0.82 0.37
C 1.77 1.05 0.88
S 3.03 -0.08 0.16
C -0.24 -0.49 0.86
N -1.37 -0.91 0.01
H 0.36 0.81 -0.72
H -0.31 1.63 0.65
H 1.78 0.96 1.97
H 2.07 2.07 0.64
H -0.61 -0.37 1.88
H 0.55 -1.24 0.87
H -1.74 -1.80 0.35
H -0.97 -1.13 -0.90
H 1.82 -1.53 -2.84
H 1.82 -1.05 -1.37
O 1.25 -1.50 -2.07
H -3.18 1.69 -0.36
H -2.79 0.22 -0.13
O -3.57 0.83 -0.23

***

entry x ends up most stable, edging out the next structure by 52.0 kJ/mol.

***

Entry w
9
Properties=species:S:1:pos:R:3 method="wB97M-V/def2-TZVPD" homo_ev="-7.7711 / -7.3990" charge=0 orbital_gap_ev="6.86 / 6.58" multiplicity=1
C -0.75 0.38 -0.29
C 0.77 0.51 -0.08
C 0.39 -0.92 0.16
P -1.87 0.94 0.92
H -1.09 0.22 -1.24
H 1.37 0.63 -0.90
H 1.03 1.04 0.86
H -0.20 -1.08 1.12
H 0.34 -1.71 -0.55

***

Entry x
9
Properties=species:S:1:pos:R:3 method="wB97M-V/def2-TZVPD" homo_ev=-8.0739 charge=0 orbital_gap_ev=8.92 multiplicity=1 smiles="PC1C=C1"
C -1.35 0.21 -0.48
C -0.81 0.79 0.58
C 0.08 0.51 -0.59
P 1.59 -1.12 -0.22
H -2.09 -0.47 -0.77
H -0.98 1.59 1.34
H 0.62 1.28 -1.26
H 0.66 -1.97 0.35
H 2.30 -0.81 1.05

***

entry w ends up most stable, edging out the next structure by 35.7 kJ/mol.

***

Entry w
15
Properties=species:S:1:pos:R:3 method="wB97M-V/def2-TZVPD" homo_ev="-7.8181 / -8.3146" charge=0 orbital_gap_ev="7.21 / 8.07" multiplicity=1
C -0.08 0.80 2.14
C 0.69 0.85 0.96
C 1.58 -0.13 0.65
C -0.65 -1.16 -0.68
Si -0.66 0.09 -1.99
Cl -0.43 -2.86 -0.79
Cl -1.84 -0.68 0.48
H -0.77 1.50 2.38
H 0.09 -0.07 2.77
H 0.45 1.67 0.30
H 1.52 -1.08 1.20
H 2.17 0.03 -0.23
H -2.07 0.28 -2.30
H -0.17 -0.55 -3.25
H 0.17 1.30 -1.65

***

Entry x
15
Properties=species:S:1:pos:R:3 method="wB97M-V/def2-TZVPD" homo_ev=-10.2708 charge=0 orbital_gap_ev=10.92 multiplicity=1
C -4.26 -1.32 -2.36
C -3.77 -1.15 -1.27
C 3.05 0.66 0.34
C 0.20 -0.35 1.33
Si 1.05 0.80 0.05
Cl -1.57 0.10 1.27
Cl 0.99 0.12 2.84
H -4.96 -1.42 -3.10
H 0.87 2.26 0.42
H -2.96 -1.02 -0.53
H 3.52 0.16 -0.40
H 3.38 1.68 0.22
H 3.30 0.24 1.32
H 0.54 -1.39 1.09
H 0.60 0.63 -1.23

***

entry x ends up most stable, edging out the next structure by 105.3 kJ/mol.

***

Entry w
29
Properties=species:S:1:pos:R:3 method="wB97M-V/def2-TZVPD" homo_ev=-8.8955 charge=0 orbital_gap_ev=9.00 multiplicity=1 smiles="O=c1cc[nH]c(=O)[nH]1.CCCCC"
C 0.88 -0.65 1.73
C 1.04 -0.44 3.24
C 0.81 -1.42 4.14
C 0.82 -3.05 2.28
C -2.28 0.08 -3.52
C -1.02 0.81 -3.04
C -0.83 0.91 -1.50
C 0.40 1.94 -1.52
C 0.69 2.26 -0.06
H 1.13 -2.31 0.52
H 1.54 0.55 3.60
H 0.79 -1.49 5.19
H 0.69 -3.53 4.26
H -2.08 -0.76 -2.88
H -3.27 0.56 -3.46
H -2.18 -0.09 -4.61
H -1.05 2.03 -3.20
H -0.12 0.35 -3.51
H -1.84 1.39 -1.24
H -0.67 -0.06 -0.98
H 0.00 2.90 -2.02
H 1.02 1.48 -2.35
H 1.49 1.42 0.34
H 1.19 3.27 0.16
H -0.24 2.50 0.57
N 1.09 -1.98 1.42
N 0.53 -2.78 3.65
O 0.53 0.30 0.89
O 0.94 -4.20 1.90

***

Entry x
29
Properties=species:S:1:pos:R:3 method="wB97M-V/def2-TZVPD" homo_ev=-9.5538 charge=0 orbital_gap_ev=10.30 multiplicity=1 smiles="C=NC1(NC(=O)OC(C)(C)C)CC1"
C 2.35 -0.30 2.08
C 0.34 0.47 -0.16
C 3.05 2.32 -0.12
C 3.95 1.24 -0.69
C 2.73 0.85 0.17
C -2.68 0.51 -0.61
C -2.23 -1.84 -0.90
C -1.72 -0.84 1.32
C -1.74 -0.72 -0.16
N 3.20 0.41 1.54
N 1.68 0.09 -0.42
O 0.10 1.41 0.53
O -0.39 -0.48 -0.70
H 2.36 -0.64 3.09
H 1.53 -0.72 1.59
H 3.43 3.01 0.71
H 2.45 2.76 -0.81
H 3.91 1.04 -1.71
H 4.98 1.23 -0.18
H -2.21 0.76 -1.57
H -3.64 0.09 -0.97
H -2.78 1.36 0.02
H -2.04 -1.53 -1.87
H -3.28 -2.03 -0.75
H -1.67 -2.73 -0.63
H -2.67 -1.15 1.51
H -1.06 -1.57 1.69
H -1.55 0.02 1.91
H 1.92 -0.28 -1.31

***

entry x ends up most stable, edging out the next structure by 168.1 kJ/mol.

***

Entry w
19
Properties=species:S:1:pos:R:3 method="wB97M-V/def2-TZVPD" homo_ev=-9.1560 charge=0 orbital_gap_ev=10.11 multiplicity=1 smiles=CCN.NCN
C -0.85 -1.21 -2.99
C 0.56 -0.80 -2.43
N 0.48 0.56 -1.91
H -1.05 -2.32 -2.88
H -1.63 -0.66 -2.54
H -0.93 -1.07 -4.05
H 0.90 -1.61 -1.61
H 1.41 -0.97 -3.16
H -0.35 0.91 -2.24
H 0.45 0.45 -0.95
N 0.83 -0.21 3.03
C 0.27 0.70 2.20
N -0.59 1.81 2.65
H 1.37 0.08 3.80
H 0.07 -0.72 3.47
H 1.13 1.11 1.64
H -0.50 0.17 1.52
H -1.38 1.37 3.06
H -0.19 2.42 3.39

***

Entry x
19
Properties=species:S:1:pos:R:3 method="wB97M-V/def2-TZVPD" homo_ev=-8.7455 charge=0 orbital_gap_ev=9.61 multiplicity=1 smiles=CCN.NCN
C -3.24 -0.31 0.99
C -3.41 1.26 0.62
N -2.99 1.72 -0.70
H -2.16 -0.49 1.25
H -3.93 -0.53 1.84
H -3.29 -0.90 0.02
H -4.57 1.48 0.70
H -3.00 1.90 1.34
H -2.82 2.71 -0.69
H -2.27 1.15 -1.19
N 3.40 -1.03 0.86
C 2.68 -0.53 -0.37
N 3.40 -0.94 -1.55
H 3.09 -1.83 1.55
H 4.36 -1.08 1.04
H 1.58 -0.86 -0.23
H 2.71 0.59 -0.44
H 4.33 -1.00 -1.29
H 3.17 -1.93 -1.63

***

entry w ends up most stable, edging out the next structure by 59.3 kJ/mol.

***

Entry w
19
Properties=species:S:1:pos:R:3 method="wB97M-V/def2-TZVPD" homo_ev=-8.7589 charge=0 orbital_gap_ev=9.72 multiplicity=1 smiles=CCN.NCN
C 2.14 0.35 0.93
C 1.28 1.57 1.26
N -0.09 1.36 0.72
H 2.19 0.19 -0.15
H 3.15 0.41 1.35
H 1.75 -0.56 1.41
H 1.22 1.53 2.34
H 1.71 2.48 0.81
H -0.65 2.04 1.21
H -0.06 1.47 -0.28
N -1.23 -1.29 0.11
C -1.40 -0.73 -1.26
N -1.84 -1.71 -2.20
H -0.32 -1.74 0.00
H -1.14 -0.55 0.79
H -2.10 0.14 -1.22
H -0.43 -0.36 -1.57
H -1.36 -2.60 -2.22
H -2.80 -1.99 -2.03

***

Entry x
19
Properties=species:S:1:pos:R:3 method="wB97M-V/def2-TZVPD" homo_ev="-8.1562 / -8.1220" charge=0 orbital_gap_ev="8.04 / 8.05" multiplicity=1
C -0.27 0.18 1.02
C -0.80 -1.10 0.42
C 1.25 0.28 0.89
N -0.62 0.25 2.45
H -0.71 1.03 0.46
H -1.63 0.16 2.57
H -0.35 1.14 2.84
H 1.71 -0.56 1.41
H -0.68 -0.23 -1.38
H -0.47 -1.97 0.98
H -1.88 -1.13 0.29
H 1.63 1.20 1.34
H 1.56 0.25 -0.15
N -0.39 -0.16 -2.38
N 0.24 0.99 -2.58
H 1.18 1.18 -2.25
H 0.29 -1.44 -1.73
H 0.02 -1.63 -0.84
H -0.09 1.57 -3.35

***

entry w ends up most stable, edging out the next structure by 518.7 kJ/mol.

***

Entry w
9
Properties=species:S:1:pos:R:3 method="wB97M-V/def2-TZVPD" homo_ev="-9.0731 / -7.2973" charge=0 orbital_gap_ev="9.68 / 7.61" multiplicity=1
N 0.57 1.43 0.53
N -0.65 -1.27 0.06
N 0.64 0.58 -0.48
S 2.07 -0.23 -0.67
H -0.35 1.84 0.63
H 1.08 1.25 1.39
H -1.37 -0.78 0.59
H -1.04 -1.39 -0.88
H 1.67 -0.82 -1.79

***

Entry x
9
Properties=species:S:1:pos:R:3 method="wB97M-V/def2-TZVPD" homo_ev=-8.8372 charge=0 orbital_gap_ev=9.59 multiplicity=1
N 2.86 -0.41 -0.11
N -1.60 1.04 0.04
N 1.73 -0.05 -0.31
S -1.65 -0.64 0.01
H 3.15 -1.43 0.10
H -2.97 -0.48 -0.05
H -1.68 1.48 0.92
H -0.84 1.36 -0.40
H 1.02 -0.87 -0.21

***

entry x ends up most stable, edging out the next structure by 130.2 kJ/mol.

***

Entry w
16
Properties=species:S:1:pos:R:3 method="wB97M-V/def2-TZVPD" homo_ev=-13.2318 charge=+1 orbital_gap_ev=8.51 multiplicity=1
C 0.84 -1.33 -0.70
C 0.94 1.84 0.96
C 0.40 1.17 1.92
C -0.25 0.73 2.97
C -0.98 -0.57 -2.23
N -0.42 -0.99 -0.95
I 2.43 0.93 -0.28
H 1.41 -1.86 -1.51
H 0.86 -1.65 0.40
H 0.60 2.80 0.45
H -1.09 0.06 2.91
H -0.06 1.21 3.87
H -0.93 -0.77 -0.11
H -0.54 -0.02 -3.00
H -1.97 -0.04 -2.06
H -1.23 -1.52 -2.65

***

Entry x
16
Properties=species:S:1:pos:R:3 method="wB97M-V/def2-TZVPD" homo_ev="-12.5323 / -13.4789" charge=+1 orbital_gap_ev="7.27 / 9.14" multiplicity=1
C 2.10 -0.99 0.39
C 0.34 2.11 -0.57
C 0.64 -1.31 0.15
C -0.08 -0.46 -0.93
C -1.41 0.92 0.65
N -0.59 0.93 -0.59
I 2.15 1.23 0.32
H 2.62 -1.36 1.25
H 0.60 -2.34 -0.22
H 0.07 -1.30 1.08
H 0.58 -0.35 -1.79
H -0.96 -1.03 -1.25
H -1.97 1.85 0.73
H -2.11 0.09 0.61
H -0.76 0.84 1.52
H -1.23 1.17 -1.36

***

entry w ends up most stable, edging out the next structure by 329.1 kJ/mol.

***

Entry w
24
Properties=species:S:1:pos:R:3 method="wB97M-V/def2-TZVPD" homo_ev=-14.2415 charge=+1 orbital_gap_ev=11.08 multiplicity=1
C -0.04 0.79 0.70
N 1.14 -0.08 0.22
C 2.31 0.09 1.34
C 1.37 0.22 2.69
C -0.03 0.49 2.22
H 0.29 1.83 0.39
H -0.90 0.59 0.09
H 1.46 0.07 -0.83
H 0.88 -1.07 -0.09
H 2.77 1.04 1.22
H 2.94 -0.71 1.47
H 1.51 -0.77 3.34
H 1.53 1.00 3.48
H -0.29 1.26 2.80
H -0.68 -0.28 2.71
H -2.33 -3.82 -4.18
H -2.95 -3.13 -2.92
O -2.56 -2.98 -3.85
H 0.21 -1.47 -2.06
H 0.80 -0.23 -2.89
O 0.81 -0.79 -2.11
H -3.01 3.38 -0.90
H -2.82 1.86 -1.59
O -2.42 2.70 -1.25

***

Entry x
24
Properties=species:S:1:pos:R:3 method="wB97M-V/def2-TZVPD" homo_ev=-13.7246 charge=+1 orbital_gap_ev=10.90 multiplicity=1
C -0.65 -2.11 2.07
C 0.20 -0.83 2.10
C 0.53 -0.35 0.74
C 1.53 -0.74 -0.02
N 1.58 -0.37 -1.44
H -0.22 -2.98 1.57
H -1.55 -1.88 1.48
H -0.93 -2.40 3.08
H 1.08 -0.96 2.73
H -0.38 -0.15 2.72
H -0.12 0.43 0.39
H 2.29 -1.41 0.31
H 0.91 -0.89 -2.00
H 1.33 0.63 -1.55
H 2.50 -0.44 -1.88
H 1.43 2.62 -0.07
H 1.30 3.20 -1.46
O 1.33 2.36 -1.00
H -1.79 -0.95 -2.18
H -1.72 0.56 -1.83
O -1.21 -0.26 -1.85
H -3.06 1.87 -0.33
H -2.23 2.94 -1.02
O -2.14 2.10 -0.55

***

entry x ends up most stable, edging out the next structure by 218.1 kJ/mol.

***

Entry w
7
Properties=species:S:1:pos:R:3 method="wB97M-V/def2-TZVPD" homo_ev=-5.0976 charge=-1 orbital_gap_ev=8.79 multiplicity=1 smiles="N[P@](=O)([O-])Br"
N -0.82 -0.65 0.18
O 0.46 1.30 1.36
O 0.39 1.09 -1.26
P 0.40 0.48 0.08
Br 2.09 -1.00 0.09
H -0.74 -0.85 -0.76
H -1.77 -0.36 0.31

***

Entry x
7
Properties=species:S:1:pos:R:3 method="wB97M-V/def2-TZVPD" homo_ev=-5.1899 charge=-1 orbital_gap_ev=8.87 multiplicity=1 smiles="N[P@](=O)([O-])Br"
N 0.95 0.67 -0.13
O -0.55 -1.09 1.24
O -0.51 -1.13 -1.39
P -0.46 -0.42 -0.08
Br -2.15 0.98 -0.06
H 1.77 0.18 -0.40
H 0.95 0.81 0.83

***

Entry y
7
Properties=species:S:1:pos:R:3 method="wB97M-V/def2-TZVPD" homo_ev=-3.6237 charge=-1 orbital_gap_ev=6.03 multiplicity=1
N -0.80 -0.30 -1.89
O 1.61 -0.55 0.97
O -0.63 -0.90 2.26
P 0.21 -0.29 1.22
Br -0.02 1.97 1.43
H -0.53 0.68 -1.91
H 0.17 -0.61 -2.08

***

entry x ends up most stable, edging out the next structure by 14.5 kJ/mol.